--- w ---
{"formula": "C4H6OS", "method": "wB97M-V/def2-TZVPD", "gap_ev": 10.121, "e_homo_ha": -0.344, "smiles": "OCC#CCS", "species": ["S", "O", "C", "C", "C", "C", "H", "H", "H", "H", "H", "H"], "xyz": [[-0.7891, 1.0663, -2.6141], [-0.7949, -0.9340, 2.7292], [0.3410, -0.0489, -0.4330], [0.4334, -0.0837, -1.8987], [0.2486, -0.0025, 0.7668], [0.1117, 0.0422, 2.2370], [-0.4692, 0.7961, -3.8854], [0.2483, -1.1014, -2.2588], [-0.1701, 1.0626, 2.5241], [1.0711, -0.2054, 2.7268], [-1.6577, -0.8117, 2.2732], [1.4268, 0.2203, -2.1669]], "mulliken_charge": [-0.226, -0.524, -0.169, -0.679, 0.535, -0.579, 0.126, 0.324, 0.267, 0.273, 0.323, 0.329]}

--- x ---
{"formula": "C4H6OS", "method": "wB97M-V/def2-TZVPD", "gap_ev": 9.253, "e_homo_ha": -0.323, "species": ["S", "O", "C", "C", "C", "C", "H", "H", "H", "H", "H", "H"], "xyz": [[-1.1914, -1.3042, 1.8137], [-1.8405, -0.2869, 0.9923], [0.2493, 0.2100, -1.9406], [1.3403, 0.4455, 1.1110], [0.5856, 0.7744, 0.2272], [-0.1730, 1.0500, -0.9664], [-0.3018, 0.2587, -2.9190], [-0.8855, 1.9107, -0.9907], [0.1187, -0.7512, 1.8078], [0.6722, -0.7398, -1.6769], [2.1788, 0.5525, 1.7517], [-0.7527, -2.1197, 0.7900]], "mulliken_charge": [0.156, -0.523, -0.616, -0.024, -0.220, -0.338, 0.249, 0.311, 0.134, 0.304, 0.427, 0.140]}

--- y ---
{"formula": "C4H6OS", "method": "wB97M-V/def2-TZVPD", "gap_ev": 8.779, "e_homo_ha": -0.304, "species": ["S", "O", "C", "C", "C", "C", "H", "H", "H", "H", "H", "H"], "xyz": [[-2.6186, -0.0612, 0.2107], [-0.2217, -1.1748, -0.0433], [1.0953, -0.7464, 0.2961], [1.0648, 0.7398, 0.1445], [-0.9535, -0.0968, -0.4304], [-0.1396, 1.1111, -0.2753], [-0.5216, 2.0910, -0.4864], [-1.2401, -0.2439, -2.1482], [-2.8520, -1.3564, -0.0008], [1.3093, -1.0643, 1.3252], [1.9099, 1.3614, 0.3747], [1.8183, -1.2284, -0.3732]], "mulliken_charge": [-0.238, -0.237, -0.384, -0.359, -0.024, -0.392, 0.450, 0.168, 0.122, 0.245, 0.412, 0.237]}

Which of the structures shown above is the most stable? The most stable is w.